(1)
DFT (ωB97M-V/def2-TZVPD) results for C11H18AuI2N2O3S as an isolated structure.

```
38
Properties=species:S:1:pos:R:3:forces:R:3:lowdin_charge:R:1
Au 1.0151 -0.0357 0.1069 0.25 -0.06 -0.14 0.42
I 4.9346 -1.1614 -0.5303 -0.04 0.01 0.02 0.17
I 3.3453 0.9646 -0.3411 -0.23 -0.14 0.08 0.30
S -1.6023 -0.8332 1.6275 0.02 -0.06 0.21 0.49
O -1.8334 0.5693 1.9788 -0.04 -0.04 0.02 -0.36
O -0.8830 -0.9045 0.2891 0.16 0.07 0.05 -0.51
O -2.7523 -1.6805 1.5973 -0.07 0.02 -0.07 -0.27
N -0.8318 2.1155 -0.1437 -0.18 0.29 0.02 -0.10
N -3.3497 3.4928 -0.1990 -0.02 0.03 -0.04 0.06
C 0.7803 -3.3375 3.6488 0.00 -0.03 0.01 -0.02
C -2.2711 3.8886 0.7792 -0.09 0.00 0.00 -0.09
C -3.2563 2.0372 -0.6009 -0.07 0.04 0.04 -0.09
C 1.2265 -1.1363 4.4779 0.01 0.03 0.03 -0.03
C 0.2628 -0.6125 3.6310 -0.03 -0.02 -0.02 -0.07
C 1.5016 -2.5010 4.4980 0.01 -0.02 0.02 -0.26
C -0.1861 -2.8327 2.7965 -0.04 0.05 0.01 -0.04
C -1.8560 1.7548 -1.1190 0.03 -0.11 0.00 -0.20
C -0.4361 -1.4661 2.7892 0.08 -0.04 -0.04 -0.31
C 2.5302 -3.0603 5.4417 -0.01 0.01 -0.01 -0.04
C -0.9123 3.5311 0.1899 -0.07 -0.04 0.00 -0.19
H -1.7944 0.6846 -1.3168 0.02 0.03 -0.03 0.11
H -3.4543 1.4565 0.3012 0.01 0.01 -0.03 0.13
H -0.7526 -3.4880 2.1484 0.00 -0.01 -0.02 0.12
H -2.4610 3.3117 1.6847 0.02 0.01 0.00 0.14
H -4.0338 1.8565 -1.3412 0.01 -0.02 -0.01 0.14
H 0.9753 -4.4027 3.6619 0.00 0.00 -0.01 0.12
H -3.2733 4.0760 -1.0357 0.01 -0.03 0.03 0.18
H 1.7677 -0.4762 5.1453 0.00 0.01 -0.01 0.12
H -0.7132 4.1329 -0.7030 0.00 0.01 0.01 0.13
H 0.0363 0.4448 3.6295 0.01 0.02 0.00 0.11
H -1.6709 2.2822 -2.0601 -0.01 0.03 0.00 0.13
H -2.3908 4.9515 0.9842 0.03 0.00 0.01 0.14
H -4.2683 3.6794 0.2044 0.03 -0.01 0.00 0.18
H 2.1204 -3.1440 6.4497 -0.01 0.01 0.00 0.09
H -1.0657 1.5971 0.7117 0.20 -0.03 -0.09 0.03
H -0.1527 3.7864 0.9283 0.03 -0.01 -0.01 0.13
H 3.4059 -2.4140 5.4974 0.00 0.00 0.00 0.08
H 2.8541 -4.0530 5.1341 0.00 0.00 -0.01 0.08
```
Forces are in eV/Å.

As for the total energy: -51544.851 eV. Its LUMO energy is -4.88 eV. The calculation puts the orbital gap at 6.50 eV. As for the molar mass: 709.12 g mol⁻¹. The value obtained for the relative energy (zero: lowest compared OMol25 entry of this formula, charge and spin) is 0.0 kJ/mol. The total charge is +1.

(2)
DFT (ωB97M-V/def2-TZVPD) results for C11H18B2F7N4O7STeZn as an isolated structure in a non-equilibrium geometry.

```
52
Properties=species:S:1:pos:R:3:forces:R:3:lowdin_charge:R:1
Te -0.0940 -1.5798 0.7806 -0.66 -3.14 1.75 1.95
Zn 0.2526 1.0155 -0.5573 0.18 -0.28 0.17 0.58
S 0.6889 3.2315 -1.6822 0.40 0.19 -0.10 0.60
F 4.5301 -0.6366 0.5779 -0.63 0.04 0.03 0.30
F -4.3203 0.2590 -0.3848 0.36 -0.12 0.10 0.31
F -1.7729 2.6125 -1.4391 -0.26 0.04 -0.01 0.10
F -2.1330 -1.7476 0.7903 0.08 0.44 -0.23 -0.47
F -1.4370 3.9650 -3.0973 0.08 0.01 -0.20 0.19
F -1.4247 4.7197 -1.0767 0.17 -0.02 -0.02 0.18
F 1.8344 -2.1358 1.1308 0.16 0.44 -0.19 -0.46
O 0.7292 2.9644 -0.2154 0.02 0.30 -0.54 -0.30
O -2.3714 -0.2647 -1.4550 -1.44 0.41 0.36 0.13
O 2.7937 -0.7121 -0.9119 1.17 0.38 0.83 0.13
O -2.4946 0.9578 0.8009 -0.90 -0.08 -0.56 0.13
O 1.5772 4.2175 -2.1660 -0.23 0.29 -0.18 -0.19
O 0.6973 1.9099 -2.3670 -0.03 0.77 0.11 -0.30
O 2.6626 0.4350 1.3868 1.06 -0.28 -0.48 0.14
N -1.0383 -0.3369 -1.4723 0.97 0.42 0.00 -0.07
N 1.4902 -0.5557 -1.1954 -0.45 0.16 -0.11 -0.07
N 1.3393 0.6782 1.2875 -0.23 0.23 -0.22 -0.07
N -1.1567 0.9997 0.9833 0.28 0.00 -0.43 -0.05
C -0.7252 1.4323 2.0963 0.78 0.22 0.21 -0.23
C 1.8686 -2.0344 -3.0808 -0.29 -0.08 -0.46 0.04
C 0.7910 1.2859 2.2587 -0.98 0.32 0.15 -0.24
C 1.4834 1.8111 3.4423 -0.06 0.35 0.59 0.04
C -0.3493 -2.1265 2.7826 -0.25 0.06 0.23 -0.23
C -0.1869 -3.4919 -0.0667 0.04 -0.14 -0.14 -0.21
C -0.4849 -1.0839 -2.3417 0.67 -0.31 -0.42 -0.24
C -1.5673 2.0145 3.1510 -0.06 0.06 0.69 0.04
C 1.0341 -1.2121 -2.1876 -0.83 0.25 -0.26 -0.25
C -1.2316 -1.8364 -3.3685 0.09 -0.23 -0.27 0.04
C -1.0895 3.7088 -1.8583 0.02 0.15 0.05 -0.65
B -3.0094 0.2570 -0.3061 0.13 0.02 -0.07 -0.70
B 3.2549 -0.3623 0.3872 0.06 -0.06 -0.29 -0.67
H 0.8470 1.7399 4.3250 0.06 0.06 -0.03 0.10
H 1.7067 2.8759 3.2781 -0.03 -0.20 0.02 0.13
H 0.5117 -4.1068 0.4914 -0.02 -0.08 0.01 0.04
H 2.1510 -1.4077 -3.9372 0.03 -0.16 0.06 0.13
H 2.4129 1.2926 3.6385 0.14 -0.07 -0.10 0.10
H 1.3082 -2.8862 -3.4517 0.04 -0.09 -0.13 0.09
H 0.1093 -3.4821 -1.1178 0.01 0.06 0.13 0.02
H -2.6110 2.0951 2.8582 0.13 -0.04 -0.08 0.10
H -0.8513 -2.8545 -3.4483 -0.10 -0.01 -0.06 0.09
H -1.2126 -3.8266 0.0281 -0.08 -0.10 0.01 0.04
H -2.2957 -1.8503 -3.1528 0.04 -0.01 0.02 0.10
H -1.0756 -1.3470 -4.3340 -0.02 -0.06 -0.04 0.12
H 0.5898 -2.5318 3.1369 0.05 -0.09 0.08 0.03
H -0.6490 -1.2630 3.3809 0.06 -0.01 -0.12 0.02
H 2.7633 -2.3744 -2.5822 0.21 -0.01 0.11 0.10
H -1.1670 -2.8454 2.8003 0.13 -0.03 0.04 0.04
H -1.1775 3.0056 3.4002 -0.05 -0.04 0.01 0.12
H -1.5011 1.4085 4.0604 -0.06 0.08 -0.01 0.11
```
Forces are in eV/Å.

As for the total energy: -118910.707 eV. Its LUMO energy is -4.21 eV. The calculation puts the orbital gap at 8.74 eV. As for the molar mass: 697.95 g mol⁻¹. The value obtained for the relative energy (zero: lowest compared OMol25 entry of this formula, charge and spin) is 95.9 kJ/mol. The total charge is +1.

(3)
DFT (ωB97M-V/def2-TZVPD) results for C11H18BF10N5O4SbTc as an isolated structure.

```
51
Properties=species:S:1:pos:R:3:forces:R:3:lowdin_charge:R:1
Sb -2.2167 0.8007 -3.0631 -0.26 0.05 -0.08 1.53
Tc -0.3127 0.3116 0.2941 -0.48 0.06 0.36 1.94
F 3.0745 -0.4208 -2.5325 0.00 -0.01 -0.01 0.26
F -3.8952 0.0980 -2.7245 0.04 -0.02 0.01 -0.27
F -0.3792 1.3332 -2.9411 -0.08 -0.04 -0.28 -0.33
F 3.1394 -2.2372 -1.1840 0.01 0.00 -0.01 0.25
F 0.8028 -0.7220 -0.7519 0.26 -0.12 -0.16 -0.34
F -2.4779 2.0152 -1.6324 0.05 0.00 -0.04 -0.34
F -1.6541 -0.6276 -4.0948 0.04 0.02 0.03 -0.27
F 2.8106 -2.5126 -3.4348 0.01 0.00 0.00 0.33
F -1.9731 0.8532 0.7976 0.04 0.21 -0.14 -0.32
F -2.6336 2.0051 -4.3896 0.04 -0.02 0.01 -0.28
O -1.5346 -0.3998 -1.2709 -0.03 -0.10 0.03 -0.28
O -2.5469 -2.2589 -2.0280 -0.08 -0.03 0.02 0.18
O -2.3561 -5.8094 0.8544 -0.03 0.02 0.02 0.17
O -2.9966 -4.8638 -1.0505 0.00 -0.01 0.01 0.19
N 1.5479 0.1333 1.3399 0.10 -0.05 0.00 -0.15
N -0.1721 2.0380 1.7088 0.02 -0.15 0.06 -0.11
N -0.8686 -1.5525 0.9761 0.03 0.21 0.06 -0.08
N -0.6261 -2.3361 2.0484 0.04 -0.08 -0.03 0.08
N 0.7819 1.8021 -0.7238 0.16 0.04 0.19 -0.15
C 0.9771 2.0496 2.6598 0.00 0.03 -0.02 -0.12
C 1.4793 0.6363 2.7375 0.03 -0.03 -0.03 -0.13
C 2.2080 1.9150 -0.2801 -0.03 0.03 0.01 -0.11
C -2.4150 -4.8618 0.1295 0.06 -0.04 -0.04 -0.47
C 0.0606 3.1021 -0.5607 0.00 -0.09 0.03 -0.12
C -1.7508 -3.5890 0.6153 -0.06 0.07 -0.02 0.02
C -0.3202 3.3132 0.9125 -0.01 0.01 0.01 -0.09
C 2.6645 0.6959 0.4995 0.01 -0.02 0.00 -0.11
C -1.1576 -3.5488 1.8735 0.07 0.02 0.02 0.09
C -1.5461 -2.3165 0.1040 -0.04 -0.10 -0.01 -0.09
C -1.9456 -1.6844 -1.1771 0.17 0.00 -0.06 -0.45
B 3.0205 -1.7427 -2.4108 -0.02 0.02 -0.02 -0.83
H 2.2977 2.8241 0.3094 0.02 0.00 0.00 0.12
H 0.7178 1.5473 -1.7185 0.02 0.01 0.06 0.09
H -1.3566 3.6361 0.9781 0.00 -0.02 -0.01 0.14
H -2.9340 -4.0169 -1.5285 -0.02 0.03 0.00 0.10
H 1.7208 -0.8712 1.3711 0.00 0.00 -0.03 0.13
H 2.8393 2.0422 -1.1592 0.00 -0.02 -0.01 0.15
H 3.5082 0.9404 1.1460 -0.01 0.02 0.01 0.15
H 0.6529 2.4265 3.6296 0.00 0.00 0.00 0.16
H -0.2165 -1.9763 2.8961 -0.02 0.01 0.01 0.17
H 0.7048 3.9015 -0.9284 0.00 0.01 0.01 0.15
H 0.7767 0.0095 3.2899 0.00 0.01 0.01 0.12
H 2.9740 -0.0957 -0.1729 0.01 0.02 0.02 0.10
H -1.1132 -4.3223 2.6262 -0.01 0.00 0.00 0.17
H 0.2946 4.0715 1.3942 -0.01 0.01 0.00 0.14
H 2.4549 0.5570 3.2186 0.00 0.01 0.01 0.15
H -1.0302 1.9195 2.2433 0.01 0.04 0.03 0.13
H 1.7452 2.7222 2.2889 0.00 0.00 -0.01 0.12
H -0.8243 3.0659 -1.1841 -0.04 0.01 -0.01 0.09
```
Forces are in eV/Å.

As for the total energy: -63919.010 eV. Its LUMO energy is -10.84 eV. The calculation puts the orbital gap at 5.38 eV. As for the molar mass: 704.85 g mol⁻¹. The value obtained for the relative energy (zero: lowest compared OMol25 entry of this formula, charge and spin) is 72.5 kJ/mol. The total charge is +2.

(4)
DFT (ωB97M-V/def2-TZVPD) results for C11H18BF2NO8S2Ta as an isolated structure.

```
44
Properties=species:S:1:pos:R:3:forces:R:3:lowdin_spin:R:1
Ta 0.1871 -0.5394 0.1355 0.36 0.01 0.21 0.79
S 1.4841 -2.1885 1.8792 -0.07 0.13 0.00 0.01
S -1.6243 -1.1972 -1.4216 0.04 -0.13 0.06 0.03
F 0.4829 -3.6044 -1.1244 -0.03 -0.07 -0.01 0.00
F 2.2970 -2.1981 -1.3493 0.01 -0.10 0.02 0.00
O -1.0971 2.3975 -0.7330 -0.06 -0.01 -0.03 0.00
O -0.0033 -1.9714 1.8107 -0.01 -0.03 0.01 0.03
O 1.9687 -0.8409 1.3633 -0.10 0.08 -0.19 0.01
O 0.9149 1.6598 0.8148 0.06 0.05 0.01 0.01
O 1.8326 -3.1779 0.7897 -0.08 -0.05 -0.10 0.00
O -1.5274 0.0530 1.1229 -0.42 -0.10 0.05 0.02
O 1.3539 0.4520 -1.4336 0.13 -0.04 0.01 0.03
O 1.9995 -2.5673 3.1448 0.01 -0.04 -0.02 0.00
N -2.6721 -0.6232 0.9314 -0.04 0.02 0.07 0.01
C -2.0547 2.8846 -1.6497 0.01 -0.01 -0.03 0.00
C -4.1195 -1.8741 -0.4331 -0.08 0.02 0.06 0.00
C 2.4824 1.1414 -0.8663 -0.18 0.18 0.03 0.01
C -0.8267 3.3022 0.3084 0.06 0.03 0.00 0.00
C -2.8841 -1.2345 -0.2542 0.03 0.00 -0.11 0.02
C -3.5654 -0.6322 1.9408 -0.06 0.02 0.03 0.00
C -4.7717 -1.2548 1.7894 0.04 0.00 -0.01 0.00
C -5.0541 -1.8849 0.5709 0.04 0.01 -0.02 0.00
C 1.9215 2.2562 -0.0044 0.10 -0.09 -0.01 0.00
C 1.0044 0.8160 -2.7717 0.03 -0.07 -0.01 0.01
C -0.0310 2.5680 1.3782 0.00 0.03 0.04 0.00
B 1.2087 -2.5922 -0.5482 0.12 0.10 -0.16 0.01
H 3.1191 1.5289 -1.6612 0.00 0.02 0.01 0.00
H -2.2126 2.1068 -2.3933 0.00 -0.02 0.00 0.00
H -0.6907 1.9447 1.9762 0.05 0.06 -0.01 0.00
H 3.0282 0.4043 -0.2823 0.01 0.00 0.03 0.00
H -3.0037 3.1002 -1.1484 -0.01 -0.01 0.00 0.00
H 1.4771 3.0322 -0.6321 0.01 -0.02 0.01 0.00
H 0.4824 3.2819 2.0273 0.01 0.02 0.01 0.00
H -1.7528 3.6745 0.7628 -0.01 0.00 0.02 0.00
H 2.7002 2.6970 0.6225 0.01 0.01 0.01 0.00
H -5.9993 -2.3894 0.4239 0.00 -0.01 0.01 0.00
H -0.2856 4.1758 -0.0812 -0.02 0.00 0.00 0.00
H 0.2763 0.0905 -3.1191 -0.01 -0.01 0.00 0.00
H 1.8954 0.7687 -3.3966 0.00 -0.01 -0.01 0.00
H 0.5691 1.8160 -2.7826 0.01 0.02 -0.01 0.00
H -3.2311 -0.1300 2.8351 -0.01 -0.01 0.01 0.00
H -4.2969 -2.3666 -1.3780 0.02 0.00 0.00 0.00
H -1.7036 3.7980 -2.1446 0.00 0.00 0.01 0.00
H -5.4708 -1.2643 2.6116 0.00 0.01 0.00 0.00
```
Forces are in eV/Å.

As for the total energy: -58904.816 eV. The spin multiplicity is 2. Its LUMO energy (spin up / spin down) is -0.03 / -0.05 eV. The calculation puts the orbital gap (spin up / spin down) at 6.30 / 6.86 eV. As for the molar mass: 586.15 g mol⁻¹. The value obtained for the relative energy (zero: lowest compared OMol25 entry of this formula, charge and spin) is 222.0 kJ/mol. The total charge is 0.

(5)
DFT (ωB97M-V/def2-TZVPD) results for C11H18Br3CaClFNNaO8 as an isolated structure in a non-equilibrium geometry.

```
45
Properties=species:S:1:pos:R:3:forces:R:3:lowdin_charge:R:1
Br -3.1567 -1.9776 -0.1471 -4.35 1.27 1.33 0.97
Br 0.7107 -1.4318 -4.4102 -0.03 -2.71 -2.07 0.37
Br -0.8704 -3.4330 -3.5270 1.17 1.52 -1.01 0.17
Ca 4.3364 -0.5499 2.9659 3.73 0.04 -1.86 0.61
Cl -3.3235 1.6219 -0.9306 -0.97 0.86 0.20 -0.02
Na 3.9331 -3.1270 5.4909 0.16 -0.04 0.21 -0.01
F -4.8412 2.1333 -4.2859 -0.31 -0.01 0.07 -0.32
O -2.3162 -0.4872 0.9123 -0.28 -2.69 -2.65 -0.33
O -0.9534 -1.8146 -0.4218 2.90 1.33 0.87 -0.28
O -2.5710 5.1994 -5.0171 0.43 -0.07 0.76 0.07
O -2.7363 -1.7868 3.7854 0.13 -0.06 0.01 -0.06
O 5.2134 -2.9610 2.1734 0.18 -1.48 -0.61 -0.19
O -4.6204 4.2589 -5.1569 0.17 -0.35 0.38 0.14
O -1.3739 1.2332 -2.4939 -0.01 -0.01 -1.54 -0.03
O -0.2481 -0.6899 -2.4228 -1.14 1.21 4.24 -0.40
N 2.1189 -0.2527 3.1760 0.92 -0.38 0.52 -0.18
C 0.2073 0.5615 2.0676 -0.91 -0.28 0.50 -0.02
C -3.5108 4.4860 -4.6709 -1.31 0.30 -1.80 -0.65
C -0.0563 -0.7751 1.5200 0.53 0.40 0.44 -0.19
C 1.9064 -1.5868 2.7046 -0.61 0.06 -0.39 -0.21
C 0.8677 -1.8387 1.9171 -0.15 0.75 -1.26 -0.01
C -1.0950 -0.9969 0.6900 1.03 0.12 0.10 -0.54
C 0.7277 1.5098 -1.5238 0.38 -0.43 0.36 0.04
C 1.2439 0.7906 2.8597 -0.40 0.04 0.00 -0.12
C -0.3813 0.7046 -2.1563 0.20 0.06 -0.16 -0.52
C 0.1259 -1.4401 -1.2859 1.24 -0.24 -0.86 -0.29
C -3.2259 3.7123 -3.3400 1.09 -0.54 2.57 0.00
H 5.3782 -2.1574 1.5169 0.13 0.70 -0.39 -0.01
H -0.4456 1.3877 1.8194 -0.08 -0.06 -0.07 0.13
H -2.3628 3.0681 -3.4705 0.11 0.19 -0.25 0.06
H 2.9143 -0.0514 3.7911 -3.77 0.72 1.64 -0.07
H 0.6716 -2.8304 1.5349 0.18 -0.11 0.13 0.13
H 5.4251 -2.6758 3.1625 0.01 -0.33 0.70 -0.06
H 1.0783 1.0677 -0.5884 0.08 0.11 -0.04 0.06
H 0.9458 -0.9457 -0.7663 -0.35 0.11 0.39 0.13
H 2.5528 -2.4259 2.9449 0.29 0.42 0.66 0.02
H -3.0302 4.4105 -2.5249 0.25 0.12 -0.19 0.08
H 1.4376 1.7673 3.2735 0.32 -0.05 0.05 0.12
H 0.5290 -2.3722 -1.6621 -0.14 -0.12 -0.05 0.05
H 5.7215 -3.7735 1.9112 0.01 0.01 0.11 0.10
H -2.1642 -1.2179 4.3084 0.00 0.02 0.01 0.03
H -4.1290 3.0838 -3.0978 -0.47 -0.12 -0.94 0.05
H -2.5387 -1.5407 2.8730 -0.14 0.08 -0.01 -0.01
H 0.3159 2.4936 -1.3200 -0.13 -0.06 0.06 0.10
H 1.5896 1.6500 -2.1784 -0.06 -0.31 -0.13 0.09
```
Forces are in eV/Å.

As for the total energy: -277770.773 eV. Its LUMO energy is -1.28 eV. The calculation puts the orbital gap at 1.66 eV. As for the molar mass: 649.49 g mol⁻¹. The total charge is -1.